A cluster of 2 separate species, C3H13N4 in total at a distorted geometry, computed with wB97M-V/def2-TZVPD.

## Properties
HOMO-LUMO gap in eV: 9.28
E_tot in eV: -9272.6605
Relative energy (zero: lowest compared OMol25 entry of this formula, charge and spin) in eV: 4.884

Structure (ORCA input):
```
! RIJCOSX wB97M-V def2-TZVPD def2/J DEFGRID3
* xyz 1 1
C 2.633 0.352 -0.668
C -0.788 -0.983 -0.595
C -2.480 0.137 0.728
N -2.436 1.180 -0.205
N 2.347 -0.371 0.580
N -0.958 -0.260 0.585
N -0.159 0.278 1.278
H 1.738 0.254 -1.226
H 2.913 1.401 -0.630
H 3.403 -0.253 -1.248
H -1.027 -0.238 -1.305
H 0.198 -1.331 -0.568
H -1.485 -1.901 -0.648
H -3.073 -0.611 0.230
H -2.726 0.436 1.727
H -2.528 1.100 -1.178
H 2.663 -1.285 0.432
H 2.891 0.037 1.434
H 0.923 0.057 1.104
H -2.050 2.000 0.174
*
```

---

A structure of composition C40H94F6FeNO32P6S3 at a distorted geometry, computed with wB97M-V/def2-TZVPD.

## Properties
HOMO-LUMO gap (alpha / beta) in eV: 7.14 / 1.92
E_tot in eV: -248929.2948

Structure (ORCA input):
```
! RIJCOSX wB97M-V def2-TZVPD def2/J DEFGRID3
* xyz 2 6
Fe -9.020 -14.972 21.169
C -7.339 -19.691 24.029
F -7.494 -18.737 24.974
F -6.221 -19.544 23.310
F -7.572 -20.851 24.506
S -8.732 -19.392 22.661
O -7.917 -19.101 21.478
O -9.627 -20.505 22.653
N -9.474 -17.783 23.103
S -10.492 -18.227 24.298
O -10.112 -19.331 25.186
O -10.960 -17.054 25.028
C -12.123 -18.959 23.358
F -12.043 -18.648 22.028
F -12.097 -20.281 23.389
F -13.165 -18.482 23.975
C -2.991 -25.828 24.659
C -2.245 -24.557 24.259
O -1.603 -23.984 25.408
S -1.954 -24.792 26.770
O -3.171 -24.152 27.388
O -0.732 -24.904 27.566
O -2.421 -26.151 25.885
H -2.649 -26.540 23.909
H -4.077 -25.743 24.718
H -2.800 -23.809 23.692
H -1.414 -24.797 23.596
C -12.595 -17.028 13.850
C -13.083 -18.141 14.806
O -12.493 -17.940 16.155
P -10.962 -18.218 16.609
O -10.471 -17.289 17.676
O -10.827 -19.741 17.119
C -11.447 -20.837 16.478
C -12.897 -20.909 16.999
O -10.200 -18.138 15.125
C -9.039 -18.879 14.728
C -9.352 -19.454 13.357
H -13.190 -17.174 12.949
H -12.772 -16.008 14.191
H -11.514 -17.079 13.723
H -14.162 -18.291 14.808
H -12.749 -19.092 14.393
H -11.473 -20.638 15.407
H -10.870 -21.718 16.760
H -12.937 -21.719 17.727
H -13.125 -19.982 17.526
H -13.594 -21.058 16.175
H -8.192 -18.216 14.552
H -8.664 -19.606 15.448
H -8.510 -19.933 12.856
H -10.215 -20.116 13.420
H -9.677 -18.715 12.624
C -8.783 -20.608 30.458
C -10.236 -21.096 30.171
O -10.299 -22.453 29.742
P -11.766 -23.072 29.533
O -12.388 -23.477 30.805
O -12.543 -22.053 28.509
C -13.952 -22.225 28.397
C -14.352 -23.546 27.840
O -11.366 -24.312 28.574
C -10.795 -24.081 27.292
C -10.804 -25.232 26.342
H -8.081 -20.946 29.696
H -8.668 -19.526 30.398
H -8.554 -20.935 31.473
H -10.862 -20.897 31.042
H -10.699 -20.628 29.303
H -14.373 -21.957 29.366
H -14.258 -21.442 27.703
H -15.418 -23.487 27.621
H -13.717 -23.955 27.054
H -14.388 -24.237 28.682
H -11.422 -23.333 26.807
H -9.780 -23.705 27.421
H -11.783 -25.608 26.044
H -10.321 -24.995 25.394
H -10.178 -26.064 26.664
C -16.781 -10.313 22.157
C -16.487 -11.276 21.052
O -15.185 -11.869 21.044
P -14.908 -13.308 21.730
O -13.528 -13.846 21.417
O -16.126 -14.249 21.308
C -16.429 -14.693 20.003
C -17.897 -14.784 19.761
O -15.185 -13.243 23.359
C -16.441 -13.088 23.946
C -16.830 -14.184 24.832
H -17.842 -10.107 22.299
H -16.352 -10.649 23.101
H -16.241 -9.383 21.982
H -17.185 -12.111 20.999
H -16.667 -10.851 20.064
H -16.082 -14.054 19.191
H -16.085 -15.727 20.005
H -17.936 -15.177 18.745
H -18.291 -15.391 20.576
H -18.540 -13.904 19.726
H -16.525 -12.259 24.649
H -17.237 -12.925 23.219
H -16.953 -15.125 24.297
H -16.013 -14.434 25.509
H -17.618 -13.964 25.553
C -21.702 -27.978 19.996
C -21.287 -26.684 20.712
O -21.213 -27.042 22.111
P -19.870 -26.663 22.853
O -18.661 -26.690 22.000
O -19.808 -27.755 24.092
C -18.664 -27.767 24.932
C -18.954 -28.806 26.037
O -20.233 -25.265 23.673
C -20.618 -24.066 23.005
C -19.396 -23.132 22.692
H -21.973 -27.806 18.954
H -20.988 -28.795 20.097
H -22.617 -28.222 20.536
H -20.308 -26.361 20.357
H -22.105 -25.992 20.514
H -17.774 -27.999 24.347
H -18.511 -26.821 25.452
H -17.991 -28.984 26.517
H -19.612 -28.387 26.798
H -19.350 -29.697 25.551
H -21.443 -24.332 22.344
H -21.070 -23.581 23.870
H -19.635 -22.259 22.085
H -18.796 -22.768 23.526
H -18.621 -23.562 22.057
C -11.497 -8.426 27.154
C -11.179 -9.497 26.139
O -9.833 -9.438 25.670
P -8.802 -10.804 25.628
O -9.043 -11.797 24.488
O -7.318 -10.113 25.620
C -7.204 -8.882 24.862
C -7.135 -7.682 25.799
O -8.892 -11.446 27.131
C -8.300 -10.929 28.283
C -9.048 -11.542 29.541
H -12.472 -8.560 27.622
H -10.731 -8.277 27.915
H -11.627 -7.529 26.548
H -11.279 -10.448 26.663
H -11.844 -9.466 25.277
H -6.208 -8.913 24.419
H -7.968 -8.795 24.089
H -6.231 -7.510 26.382
H -7.194 -6.747 25.242
H -8.052 -7.656 26.388
H -7.265 -11.273 28.281
H -8.331 -9.853 28.457
H -8.541 -11.395 30.495
H -10.058 -11.155 29.677
H -9.148 -12.627 29.554
C -3.085 -15.406 26.786
C -2.654 -14.696 25.535
O -3.792 -14.657 24.654
P -3.539 -14.622 23.012
O -4.733 -14.888 22.153
O -2.942 -13.116 22.743
C -1.672 -12.562 23.072
C -1.144 -11.573 22.024
O -2.196 -15.552 22.835
C -1.604 -15.625 21.609
C -0.612 -16.759 21.588
H -3.907 -14.932 27.323
H -3.429 -16.430 26.642
H -2.265 -15.573 27.484
H -2.509 -13.671 25.878
H -1.709 -15.079 25.148
H -1.723 -12.044 24.029
H -0.933 -13.350 23.214
H -2.006 -11.003 21.674
H -0.377 -10.907 22.420
H -0.625 -12.033 21.183
H -2.415 -15.833 20.911
H -1.156 -14.716 21.209
H -0.369 -16.820 20.528
H 0.229 -16.587 22.260
H -1.064 -17.716 21.850
*
```

---

The molecule C4H6O2 at a distorted geometry, computed with wB97M-V/def2-TZVPD.

## Properties
HOMO-LUMO gap (alpha / beta) in eV: 8.49 / 8.35
E_tot in eV: -8335.2998
Relative energy (zero: lowest compared OMol25 entry of this formula, charge and spin) in eV: 5.161

Structure (ORCA input):
```
! RIJCOSX wB97M-V def2-TZVPD def2/J DEFGRID3
* xyz 0 1
O 0.764 0.422 -1.604
C 0.353 -0.456 -0.804
C 0.764 -0.294 0.623
C -0.020 1.058 0.880
O -0.686 1.419 -0.254
C -0.853 -1.096 -1.098
H 1.839 -0.130 0.716
H 0.451 -1.107 1.284
H -0.754 0.884 1.685
H 0.645 1.861 1.235
H -1.318 -0.889 -2.056
H -1.305 -1.833 -0.440
*
```

---

A cluster of 2 separate species, C9H11N in total at a distorted geometry, computed with wB97M-V/def2-TZVPD.

## Properties
SMILES string: C=CC[C@@H]1CN1.C#CC#C
HOMO-LUMO gap in eV: 10.09
E_tot in eV: -10995.1453
Relative energy (zero: lowest compared OMol25 entry of this formula, charge and spin) in eV: 5.059

Structure (ORCA input):
```
! RIJCOSX wB97M-V def2-TZVPD def2/J DEFGRID3
* xyz 0 1
C -3.870 -0.072 -1.023
C -3.024 -0.370 -0.227
C -2.040 -0.715 0.698
C -1.192 -1.019 1.505
C 2.992 -1.758 -0.237
C 1.908 -1.184 -0.754
C 0.904 -0.393 0.025
C 0.779 1.031 -0.474
C 1.666 2.079 0.073
H -4.623 0.195 -1.733
H -0.461 -1.281 2.202
H 3.696 -2.311 -0.850
H 3.217 -1.694 0.828
H 1.722 -1.272 -1.832
H 1.215 -0.377 1.084
H -0.073 -0.880 -0.053
H 0.462 1.126 -1.509
H 2.376 1.773 0.848
H 1.998 2.899 -0.546
H 0.082 1.701 1.325
N 0.236 2.076 0.388
*
```

---

The molecule C4H6NOP at a distorted geometry, computed with wB97M-V/def2-TZVPD.

## Properties
SMILES string: N/C=C1\C=COP1
HOMO-LUMO gap in eV: 8.29
E_tot in eV: -17068.8003
Relative energy (zero: lowest compared OMol25 entry of this formula, charge and spin) in eV: 1.725

Structure (ORCA input):
```
! RIJCOSX wB97M-V def2-TZVPD def2/J DEFGRID3
* xyz 0 1
C -1.029 1.028 -0.088
C -0.928 -0.517 0.094
C -2.264 1.441 0.099
C 0.306 -1.096 -0.088
N 1.655 -0.689 0.252
O -3.206 0.483 0.191
P -2.765 -1.082 0.080
H -0.038 1.328 -0.006
H -2.644 -1.423 -1.323
H -2.579 2.423 -0.096
H 0.329 -2.128 -0.045
H 1.845 0.304 0.383
H 2.266 -1.308 0.758
*
```

---

Please write out number 3 again, unchanged.
The molecule C4H6O2 at a distorted geometry, computed with wB97M-V/def2-TZVPD.

## Properties
HOMO-LUMO gap (alpha / beta) in eV: 8.49 / 8.35
E_tot in eV: -8335.2998
Relative energy (zero: lowest compared OMol25 entry of this formula, charge and spin) in eV: 5.161

Structure (ORCA input):
```
! RIJCOSX wB97M-V def2-TZVPD def2/J DEFGRID3
* xyz 0 1
O 0.764 0.422 -1.604
C 0.353 -0.456 -0.804
C 0.764 -0.294 0.623
C -0.020 1.058 0.880
O -0.686 1.419 -0.254
C -0.853 -1.096 -1.098
H 1.839 -0.130 0.716
H 0.451 -1.107 1.284
H -0.754 0.884 1.685
H 0.645 1.861 1.235
H -1.318 -0.889 -2.056
H -1.305 -1.833 -0.440
*
```